Entry from the Open Molecules 2025 dataset: 2 unconnected molecules or ions with the total composition C4H13NO in a non-equilibrium geometry (the ωB97M-V functional and the def2-TZVPD basis).

```
! RIJCOSX wB97M-V def2-TZVPD def2/J DEFGRID3
* xyz 0 1
O 0.03536 2.78699 1.58064
N -0.48177 -0.05105 1.03542
C 1.28540 -2.29218 -0.40636
C -1.13287 0.64396 -1.28766
C 0.80093 -0.93512 -0.95046
C -0.54999 -0.49454 -0.40016
H -1.09171 -0.69136 1.52793
H 2.36322 -2.37239 -0.54841
H 0.06413 2.72321 2.52059
H 1.08296 -2.36742 0.66057
H -1.91636 0.27510 -1.95189
H -1.72700 1.27292 -0.62050
H 0.45551 -0.27149 1.35534
H 0.70387 -1.01514 -2.03052
H -1.24617 -1.33876 -0.43688
H -0.30690 1.15642 -1.75967
H -0.33171 1.92990 1.34091
H 1.55989 -0.20261 -0.66132
H 0.82790 -3.13548 -0.92041
*
```

Output
Molar mass: 91.154 g mol⁻¹
Energy above the lowest of the compared OMol25 structures with the same formula, charge and spin: 28.2 kJ/mol
E_LUMO: 0.95 eV
E_HOMO: -0.367 Ha
DFT total energy: -290.1862 Ha